(1)
Entry from OMol25: a 3-piece molecular cluster, C4H12NO2 overall at a distorted geometry (ωB97M-V/def2-TZVPD).

Summary:
HOMO-LUMO gap (eV): 8.3
Energy relative to the best compared isomer or geometry (same formula, charge and spin) (kcal per mole): 81.2
Total charge: +1
Highest occupied orbital energy (eV): -13.77
E_tot (Ha): -364.50580

```
19
C4H12NO2, DFT ωB97M-V/def2-TZVPD
C 0.359 -0.290 -1.077
H 3.877 -2.781 4.728
H -3.284 3.144 -0.249
C -1.323 0.952 -2.254
H 0.508 -0.742 -2.060
H -0.658 1.426 -0.188
H 3.506 -3.825 3.642
H 1.722 -1.007 2.030
H 1.349 -1.832 -0.349
H -4.022 2.520 -1.507
H 1.016 0.667 1.570
H -1.247 1.878 -2.784
H -1.191 0.171 -2.965
O -3.209 2.414 -0.866
C -0.476 0.816 -1.005
H -2.326 0.889 -2.007
O 3.108 -3.107 4.163
N 1.062 -0.900 -0.021
C 1.230 -0.394 1.200
```

Atom-resolved charges from natural (NBO), all expressed in e:
1. C -0.131
2. H 0.482
3. H 0.484
4. C -0.645
5. H 0.235
6. H 0.218
7. H 0.474
8. H 0.257
9. H 0.460
10. H 0.493
11. H 0.249
12. H 0.247
13. H 0.213
14. O -0.972
15. C -0.020
16. H 0.262
17. O -0.955
18. N -0.416
19. C 0.066

***

(2)
Entry from OMol25: a 2-piece molecular cluster, C2HO5 overall at a distorted geometry (ωB97M-V/def2-TZVPD).

Summary:
HOMO-LUMO gap (eV): 7.5
Energy relative to the best compared isomer or geometry (same formula, charge and spin) (kcal per mole): 53.8
Total charge: -1
Highest occupied orbital energy (eV): -3.57
E_tot (Ha): -452.92362

```
8
C2HO5, DFT ωB97M-V/def2-TZVPD
C -0.500 -0.173 0.137
O -1.054 -1.264 0.879
O 2.152 1.318 0.626
O -1.515 0.799 0.164
O -1.105 -1.307 -0.554
H -2.283 0.239 0.038
O 2.248 -0.131 -1.108
C 2.056 0.519 -0.182
```

Atom-resolved charges from natural (NBO), all expressed in e:
1. C 0.230
2. O -0.391
3. O -0.566
4. O -0.785
5. O -0.402
6. H 0.444
7. O -0.566
8. C 1.036

***

(3)
Entry from OMol25: C8H14OPSbSe4Ta as an isolated structure (ωB97M-V/def2-TZVPD).

Summary:
HOMO-LUMO gap (eV): 6.0
Total charge: +1
Highest occupied orbital energy (eV): -10.53
E_tot (Ha): -10632.64625

```
30
C8H14OPSbSe4Ta, DFT ωB97M-V/def2-TZVPD
H 2.301 -1.898 2.967
C 2.238 -1.329 2.052
C 1.989 0.436 0.564
C -0.776 1.509 1.011
C 0.459 2.196 -1.681
P -0.746 1.226 -0.769
Se -1.603 -2.874 -3.154
H 1.417 1.691 -1.743
H 0.068 2.301 -2.695
H -3.116 1.219 -0.884
Ta 0.260 -0.907 0.833
H 2.137 1.451 0.240
C -2.332 1.799 -1.374
H -1.825 1.545 1.309
Se -4.272 -4.645 -0.272
H -0.297 0.777 1.771
H 0.580 3.196 -1.263
H -2.467 2.859 -1.153
H -2.404 1.645 -2.451
Se -1.817 -1.810 2.062
Sb -2.338 -3.706 -1.125
C 2.411 -0.738 -0.156
H 2.800 -2.808 0.515
C 2.563 -1.784 0.763
H 1.833 0.728 2.812
C 1.903 0.052 1.974
H -0.271 2.445 1.247
Se -0.659 -3.467 0.846
O -0.586 -0.274 -1.024
H 2.550 -0.833 -1.221
```

Atom-resolved charges from natural (NBO), all expressed in e:
1. H 0.272
2. C -0.335
3. C -0.447
4. C -1.019
5. C -1.007
6. P 1.960
7. Se -0.377
8. H 0.268
9. H 0.274
10. H 0.266
11. Ta 0.870
12. H 0.258
13. C -1.013
14. H 0.282
15. Se -0.347
16. H 0.248
17. H 0.268
18. H 0.265
19. H 0.274
20. Se -0.069
21. Sb 1.000
22. C -0.310
23. H 0.263
24. C -0.197
25. H 0.265
26. C -0.399
27. H 0.293
28. Se -0.029
29. O -1.042
30. H 0.265